Record 1
The following is a quantum chemistry calculation of a molecular structure, C22H43N2OP3Ru in a non-equilibrium geometry, from the OMol25 dataset.

The multiplicity is 6. The value obtained for the energy is -2166.653551 Eh. The orbital gap (alpha / beta) comes out at 0.28500 / 0.16279 Ha. Its charge is +3. Its energy above the lowest of the compared OMol25 structures with the same formula, charge and spin is 16.2 kcal/mol.

Each line ends with the Mulliken spin population.
Element x y z (Å)
Ru  0.29593  -0.02322  0.68128  2.645
P  1.97808  -1.08027  1.80747  -0.001
P  1.57469  1.81599  0.41517  0.044
P  -0.82571  -2.01653  0.41320  -0.027
H  1.18806  2.69739  -3.75827  0.025
C  0.16733  2.39111  -4.01999  0.452
C  -0.90300  2.46839  -3.20257  0.246
H  -0.85311  2.97258  -2.24688  0.063
C  3.33993  -1.66695  0.73660  0.054
C  2.81499  -0.09783  3.10658  0.022
C  1.66776  -2.59467  2.80592  0.023
C  1.10318  2.99655  -0.87767  0.070
C  1.38972  2.87372  1.89445  0.058
C  3.35315  1.73613  0.02772  -0.017
C  -2.27007  -1.85505  -0.67658  0.095
C  -1.50376  -2.93851  1.84414  0.047
C  0.25552  -3.21388  -0.47661  0.031
H  -0.03541  2.14581  -5.06029  -0.002
H  -1.89977  2.30501  -3.63047  0.022
H  4.10853  -2.09791  1.38780  0.003
H  3.75880  -0.83627  0.15919  -0.019
H  2.96934  -2.43868  0.05254  -0.007
H  3.44498  -0.79033  3.68034  0.002
H  2.07519  0.35405  3.77851  -0.008
H  3.43866  0.69294  2.68221  0.008
H  2.64149  -2.98409  3.12837  0.001
H  1.15098  -3.37758  2.24722  0.003
H  1.08644  -2.35109  3.70172  -0.001
H  1.89761  3.71446  -1.09226  0.001
H  0.20893  3.54499  -0.56670  0.000
H  0.91001  2.43226  -1.78942  0.027
H  2.23482  3.56943  1.92746  0.002
H  1.36310  2.25719  2.79806  -0.006
H  0.45458  3.43496  1.79344  0.005
H  3.71574  2.74933  -0.14372  -0.004
H  3.50844  1.15899  -0.88197  -0.001
H  3.92473  1.28919  0.83057  0.007
H  -3.00496  -2.64299  -0.46383  0.003
H  -1.94843  -1.92768  -1.72452  -0.004
H  -2.73305  -0.87054  -0.52882  -0.001
H  -2.53769  -3.22265  1.61415  0.005
H  -1.49941  -2.30052  2.73647  -0.011
H  -0.92969  -3.85058  2.02726  0.002
H  -0.37677  -3.89134  -1.06189  0.001
H  0.86049  -3.79236  0.22909  0.004
H  0.91165  -2.65055  -1.15182  -0.007
C  -1.12049  -0.24159  -3.06314  0.241
C  0.08424  -0.87299  -3.42589  0.067
C  0.09930  -1.66619  -4.55766  0.058
C  -1.11326  -1.95564  -5.19357  0.266
C  -2.32201  -1.42090  -4.76003  0.025
C  -2.36268  -0.52368  -3.71195  0.135
O  -1.06639  0.76337  -2.17558  0.162
H  -0.24317  0.32523  -0.98021  0.138
H  0.96705  -0.60125  -2.88461  0.012
H  1.04654  -2.09326  -4.90127  0.001
H  -1.10201  -2.59762  -6.07143  -0.004
H  -3.25593  -1.76342  -5.19840  0.002
H  -3.26056  -0.03194  -3.32370  0.001
N  -1.18142  -0.37503  3.72205  0.018
C  -1.72358  0.69325  3.02494  0.012
C  -2.64066  1.53492  3.66420  -0.006
C  -3.23269  2.57499  2.96801  0.015
C  -2.95282  2.66250  1.60312  0.022
C  -2.07458  1.77477  1.00289  0.146
N  -1.37330  0.87800  1.73235  -0.112
H  -1.47181  -0.42813  4.68974  -0.002
H  -0.17882  -0.55471  3.63131  0.022
H  -2.83628  1.35759  4.71740  0.002
H  -3.88937  3.29004  3.46005  0.000
H  -3.39870  3.40771  0.95641  0.000
H  -1.86855  1.77559  -0.07761  -0.074

---

Record 2
The following is a quantum chemistry calculation of a molecular structure, C22H43N2P3SW in a non-equilibrium geometry, from the OMol25 dataset.

The multiplicity is 3. The value obtained for the energy is -2461.322832 Eh. The orbital gap (alpha / beta) comes out at 0.18296 / 0.19962 Ha. Its charge is +4. Its energy above the lowest of the compared OMol25 structures with the same formula, charge and spin is 39.2 kcal/mol.

Each line ends with the Mulliken spin population.
Element x y z (Å)
W  -0.53111  0.60959  0.01126  1.511
P  0.46545  -1.56484  0.21769  -0.019
P  -0.46740  0.21552  -2.48697  -0.051
P  -0.97242  0.62255  2.41191  -0.038
H  -5.03759  2.76986  0.24567  0.054
C  -4.28487  3.11986  0.95796  0.283
C  -2.99813  3.45410  0.53643  0.107
H  -2.88394  3.96316  -0.43034  0.030
C  -0.65523  -2.97068  0.61379  0.013
C  1.54707  -2.43266  -1.00277  0.010
C  1.71567  -1.56323  1.58792  0.018
C  -0.95996  1.64558  -3.50259  0.010
C  0.93348  -0.33612  -3.55039  0.016
C  -1.76476  -1.03309  -2.90817  0.003
C  -2.17453  1.81325  3.07545  0.002
C  0.48854  1.05305  3.42786  0.028
C  -1.56554  -0.92014  3.19622  0.025
H  -4.65930  3.55039  1.89228  0.001
H  -2.19017  3.64952  1.25379  0.017
H  -0.03690  -3.81841  0.94990  -0.001
H  -1.20225  -3.25124  -0.29831  0.000
H  -1.38240  -2.71644  1.39261  -0.002
H  1.99724  -3.29610  -0.48641  -0.001
H  2.36803  -1.78551  -1.34040  0.001
H  0.97785  -2.80566  -1.86425  -0.001
H  2.34971  -2.45478  1.46507  0.002
H  1.24847  -1.59783  2.57919  0.000
H  2.36199  -0.67731  1.51912  0.001
H  -1.01810  1.28191  -4.53804  0.000
H  -0.16655  2.39586  -3.42262  -0.001
H  -1.90770  2.12757  -3.24024  0.003
H  0.54105  -0.68262  -4.52027  -0.001
H  1.51760  -1.15181  -3.11585  0.000
H  1.61672  0.50331  -3.73494  -0.001
H  -2.04686  -0.86651  -3.95912  -0.002
H  -2.65237  -0.89992  -2.27526  -0.001
H  -1.36284  -2.04706  -2.77392  -0.001
H  -2.37250  1.62670  4.14003  0.001
H  -3.11731  1.79965  2.51995  0.009
H  -1.75528  2.81986  2.98437  -0.002
H  0.14094  1.17689  4.46314  0.004
H  0.92675  1.99663  3.08247  -0.004
H  1.26561  0.28325  3.40559  -0.001
H  -1.82687  -0.66780  4.23263  -0.001
H  -0.80222  -1.70603  3.21079  -0.001
H  -2.46130  -1.29027  2.68410  -0.003
C  -4.04304  0.89119  -1.27176  -0.006
C  -4.63010  -0.23127  -0.68019  -0.037
C  -5.74603  -0.82009  -1.26655  0.003
C  -6.32453  -0.22286  -2.39010  -0.039
C  -5.79294  0.95629  -2.93828  0.002
C  -4.65057  1.52910  -2.37013  0.000
S  -2.53381  1.55349  -0.53657  0.011
H  -1.93686  -0.29693  0.06996  -0.027
H  -4.23472  -0.59168  0.26918  -0.006
H  -6.17874  -1.72425  -0.83775  0.000
H  -7.19227  -0.69628  -2.84798  0.000
H  -6.24207  1.42093  -3.81550  0.000
H  -4.23485  2.45555  -2.77265  0.001
N  4.84855  3.67148  0.47011  0.014
C  3.63784  3.11350  0.24321  0.008
C  2.48790  3.64589  0.85453  0.003
C  1.26403  3.03626  0.63912  0.032
N  1.18032  1.85917  -0.06108  0.034
C  2.28396  1.38063  -0.71404  0.002
C  3.52154  1.96662  -0.56155  0.016
H  4.95137  4.49453  1.04634  -0.001
H  5.67612  3.30960  0.02411  -0.001
H  2.58132  4.51570  1.50524  0.000
H  0.31972  3.42550  1.03551  -0.022
H  2.15196  0.50026  -1.35522  -0.003
H  4.40525  1.53758  -1.03030  0.000

---

Record 3
The following is a quantum chemistry calculation of a molecular structure, C22H44BaN9O2Se3Si, from the OMol25 dataset.

The multiplicity is 1. The value obtained for the energy is -9027.020490 Eh. The orbital gap comes out at 0.17409 Ha. Its charge is +1. Its energy above the lowest of the compared OMol25 structures with the same formula, charge and spin is 0.0 kcal/mol.

Each line ends with the Löwdin charge.
Element x y z (Å)
Ba  -0.42479  -0.81939  0.40502  1.361
C  3.21355  -3.64021  -0.14324  -0.358
Se  1.87238  -3.22683  1.19847  0.787
C  0.91960  -4.92689  1.22345  -0.549
C  0.18037  -5.29783  -0.05450  -0.538
Se  -1.20111  -4.01970  -0.58928  0.855
C  -0.26458  -3.23951  -2.11122  -0.418
H  3.84691  -2.76100  -0.23493  0.023
H  2.75494  -3.85161  -1.10484  0.018
H  3.80176  -4.48635  0.20147  0.035
H  0.22760  -4.84828  2.06136  0.059
H  1.65070  -5.69691  1.47428  0.074
H  -0.32408  -6.25348  0.08449  0.066
H  0.85009  -5.41187  -0.90484  0.063
H  -0.01338  -4.02600  -2.81748  0.043
H  0.64160  -2.71808  -1.79528  -0.016
H  -0.94988  -2.53549  -2.57633  -0.007
C  -3.57242  -1.09648  -3.76088  -0.001
O  -3.81461  0.01249  -2.87109  0.009
C  -3.05778  0.06089  -1.79172  -0.577
O  -2.24037  -0.80401  -1.47807  -0.186
N  -3.29361  1.17800  -1.07108  0.031
N  -2.57685  1.39004  0.10638  0.004
H  -4.27049  -0.96360  -4.57903  0.102
H  -3.75758  -2.03837  -3.24998  0.100
H  -2.54810  -1.06115  -4.12589  0.097
H  -4.01938  1.81218  -1.36591  0.168
H  -3.19096  1.28778  0.90912  0.053
H  -2.14271  2.30679  0.09054  0.087
C  3.77794  1.03797  -0.36568  -0.250
Si  2.00080  0.98900  -1.07529  0.595
C  1.38678  2.82383  -0.77849  -0.682
C  2.44280  3.90353  -1.03410  -0.099
C  0.14024  3.13545  -1.60929  -0.118
C  0.99607  2.90715  0.70638  -0.146
C  2.24444  0.64315  -2.97388  -0.687
C  0.89384  0.38430  -3.65408  -0.125
C  3.06451  -0.64933  -3.07451  -0.126
C  2.97620  1.74759  -3.73978  -0.102
H  4.46482  1.65992  -0.94961  0.024
H  4.20922  0.03463  -0.30897  -0.001
H  3.76752  1.43271  0.65535  0.011
H  2.75915  3.92575  -2.07676  0.063
H  3.33233  3.74534  -0.42168  0.073
H  2.04818  4.89840  -0.78790  0.083
H  0.37549  3.23736  -2.66975  0.068
H  -0.32039  4.08005  -1.28653  0.085
H  -0.61257  2.33943  -1.51662  0.042
H  1.82824  2.64277  1.36563  0.072
H  0.16660  2.22515  0.94418  0.013
H  0.67229  3.92294  0.97138  0.088
H  0.34171  -0.40919  -3.13721  0.038
H  1.03854  0.06748  -4.69526  0.085
H  0.25935  1.27315  -3.66511  0.060
H  2.59426  -1.45380  -2.49423  0.042
H  4.08160  -0.52019  -2.69876  0.074
H  3.13300  -0.98319  -4.11711  0.084
H  2.37356  2.65566  -3.80731  0.063
H  3.19774  1.42857  -4.76642  0.083
H  3.92514  2.00914  -3.26535  0.075
N  -5.97397  -0.40938  2.99642  0.143
N  -4.72896  -1.01591  2.94348  -0.280
N  -4.48470  -2.18268  3.48344  0.144
C  -3.22587  -2.37840  3.11133  -0.181
N  -2.75131  -1.36113  2.38357  -0.036
N  -3.74527  -0.49690  2.27304  0.053
H  -6.56216  -1.01529  3.55832  0.106
H  -5.87355  0.49025  3.45468  0.105
H  -2.66020  -3.25377  3.37827  0.116
Se  2.03515  -0.69454  3.86353  1.122
N  0.48530  -0.27733  3.09911  -0.367
C  0.02147  0.78931  3.73676  -0.402
C  -1.21008  1.45971  3.44595  -0.062
C  -1.54008  2.55618  4.16566  -0.056
C  -0.69750  3.06285  5.21490  -0.059
C  0.46342  2.45526  5.54097  -0.004
C  0.85878  1.28994  4.80497  -0.377
N  1.97039  0.61241  5.02462  -0.219
H  -1.86430  1.06786  2.67946  0.044
H  -2.46851  3.07368  3.95794  0.108
H  -1.01100  3.94806  5.75170  0.111
H  1.10677  2.81995  6.32964  0.123

---

> What is the energy above the lowest of the compared OMol25 structures with the same formula, charge and spin in the third record?

0.0 kcal/mol